A cluster of 3 separate species, C22H42IN5O6P in total, computed with the ωB97M-V functional and the def2-TZVPD basis.

Cartesian coordinates (Å):
C (2.793, 3.611, 1.886)
C (1.407, 3.907, 2.638)
C (0.095, 3.575, 1.728)
C (0.006, 2.003, 1.444)
C (0.317, 1.870, -0.152)
C (-1.332, 1.253, 1.910)
C (-2.127, 1.887, 3.167)
C (-3.542, 2.558, 2.864)
C (-3.472, 4.138, 2.472)
I (-3.452, 4.540, 0.344)
C (-2.341, 0.775, 0.760)
O (-2.727, 1.273, -0.319)
N (-3.012, -0.528, 1.087)
C (-2.274, -1.013, 2.333)
C (-2.376, -2.604, 2.412)
O (-1.724, -3.381, 3.164)
O (-3.263, -3.198, 1.505)
C (-0.849, -0.264, 2.346)
C (0.220, -1.040, 1.461)
C (-0.275, -1.665, 0.088)
C (1.061, -2.134, -0.714)
N (1.287, -1.715, -2.119)
O (1.871, -2.876, -0.100)
P (0.129, -0.231, 4.013)
N (0.038, -1.593, 4.841)
H (3.571, 4.365, 2.279)
H (2.682, 3.762, 0.762)
H (3.115, 2.541, 2.161)
H (1.276, 3.371, 3.635)
H (1.378, 5.039, 2.864)
H (-0.779, 4.053, 2.262)
H (0.258, 4.166, 0.753)
H (0.943, 1.553, 1.949)
H (0.661, 0.834, -0.461)
H (-0.501, 2.323, -0.800)
H (1.237, 2.555, -0.307)
H (-2.334, 1.113, 3.999)
H (-1.506, 2.691, 3.719)
H (-4.082, 2.582, 3.890)
H (-4.253, 1.981, 2.192)
H (-2.646, 4.669, 3.074)
H (-4.455, 4.583, 2.880)
H (-3.922, -0.202, 1.445)
H (-3.041, -0.699, 3.142)
H (0.587, -1.929, 2.106)
H (1.187, -0.452, 1.234)
H (-0.782, -0.921, -0.628)
H (-0.917, -2.602, 0.166)
H (0.333, -1.530, -2.501)
H (1.783, -0.811, -2.090)
H (-0.297, 0.828, 4.877)
H (1.511, -0.047, 3.616)
H (-0.343, -1.420, 5.779)
C (4.798, -0.990, -3.320)
O (5.158, 0.113, -2.953)
N (5.614, -2.069, -3.489)
C (5.109, -3.353, -3.930)
C (7.031, -1.926, -3.218)
H (3.744, -1.207, -3.553)
H (5.327, -4.104, -3.166)
H (5.605, -3.629, -4.865)
H (4.031, -3.314, -4.094)
H (7.168, -1.622, -2.178)
H (7.443, -1.150, -3.867)
H (7.551, -2.868, -3.397)
C (-2.454, -1.585, -2.775)
O (-1.337, -1.121, -2.611)
N (-2.938, -2.070, -3.951)
C (-4.277, -2.606, -4.067)
C (-2.084, -2.048, -5.123)
H (-3.179, -1.648, -1.949)
H (-4.217, -3.648, -4.392)
H (-4.831, -2.024, -4.808)
H (-4.801, -2.560, -3.111)
H (-1.182, -2.631, -4.921)
H (-1.793, -1.016, -5.335)
H (-2.607, -2.466, -5.984)

Values from the calculation:
Strongest force on any atom in hartree/bohr: 0.1253
Frontier orbital gap in eV: 5.87
Charge: -1
Energy relative to the best compared isomer or geometry (same formula, charge and spin) in kcal per mole: 98.4

=====

A structure of composition C22H33CrO12, computed with the ωB97M-V functional and the def2-TZVPD basis.

Cartesian coordinates (Å):
Cr (2.036, 0.163, 2.840)
C (-0.127, -1.744, 0.040)
C (0.547, -0.894, 1.074)
O (1.400, -0.078, 0.904)
O (0.401, -1.086, 2.285)
H (-0.570, -1.028, -0.652)
H (-0.869, -2.395, 0.501)
H (0.472, -2.356, -0.634)
O (-3.446, 2.468, -1.337)
C (-2.452, 2.760, -0.661)
O (-1.507, 1.930, -0.604)
C (-0.377, 2.587, -0.009)
C (-0.779, 3.949, 0.430)
C (-2.247, 3.871, 0.352)
H (0.414, 2.659, -0.755)
H (-0.224, 1.908, 0.830)
H (-0.434, 4.652, -0.329)
H (-0.398, 4.432, 1.331)
H (-2.518, 4.839, -0.071)
H (-2.783, 3.723, 1.290)
O (4.160, 0.394, 1.943)
C (5.238, 0.074, 1.407)
O (5.286, -0.321, 0.171)
C (6.575, -0.744, -0.198)
C (7.253, -1.061, 1.184)
C (6.627, -0.032, 2.031)
H (7.263, -0.054, -0.686)
H (6.559, -1.656, -0.795)
H (8.327, -0.880, 1.162)
H (7.401, -2.106, 1.455)
H (7.166, 0.914, 1.977)
H (6.507, -0.290, 3.084)
O (-5.355, 2.948, 2.781)
C (-4.603, 1.950, 2.907)
O (-4.996, 0.657, 2.641)
C (-3.887, -0.323, 2.691)
C (-2.793, 0.430, 3.396)
C (-3.100, 1.940, 3.294)
H (-3.480, -0.622, 1.726)
H (-4.084, -1.210, 3.295)
H (-1.918, 0.018, 2.892)
H (-2.907, 0.042, 4.408)
H (-2.667, 2.475, 2.449)
H (-2.990, 2.349, 4.299)
O (4.376, -1.133, -4.793)
C (3.331, -0.797, -4.311)
O (3.261, -0.001, -3.190)
C (2.104, -0.275, -2.460)
C (1.343, -1.345, -3.301)
C (1.893, -1.173, -4.671)
H (1.563, 0.623, -2.162)
H (2.396, -0.844, -1.578)
H (0.285, -1.109, -3.185)
H (1.534, -2.338, -2.893)
H (1.373, -0.401, -5.238)
H (2.085, -2.021, -5.328)
O (-6.332, -2.088, 0.100)
C (-5.207, -2.125, -0.403)
O (-4.577, -3.284, -0.357)
C (-3.291, -3.159, -0.982)
C (-3.359, -1.816, -1.659)
C (-4.495, -0.970, -1.096)
H (-3.114, -3.843, -1.812)
H (-2.517, -3.289, -0.225)
H (-3.468, -1.926, -2.738)
H (-2.366, -1.367, -1.639)
H (-4.927, -0.383, -1.907)
H (-4.013, -0.185, -0.514)

Values from the calculation:
Strongest force on any atom in hartree/bohr: 0.1578
⟨S²⟩: 6.05
Frontier orbital gap (alpha / beta) in eV: 5.80 / 6.19
2S+1: 5
Charge: +1

=====

A cluster of 8 separate species, C38H70N5O12P3 in total, computed with the ωB97M-V functional and the def2-TZVPD basis.

Cartesian coordinates (Å):
C (-8.827, -0.202, -1.803)
C (-7.890, 0.436, -0.748)
O (-6.735, 0.599, -1.368)
P (-5.221, 0.455, -0.695)
O (-4.091, 0.842, -1.519)
O (-5.167, -1.016, -0.080)
C (-5.168, -2.167, -0.970)
C (-4.526, -3.404, -0.357)
O (-5.380, 1.324, 0.760)
C (-5.809, 2.674, 0.912)
C (-4.783, 3.219, 1.794)
H (-9.836, -0.406, -1.446)
H (-8.963, 0.555, -2.575)
H (-8.511, -1.170, -2.192)
H (-8.320, 1.393, -0.455)
H (-7.747, -0.100, 0.190)
H (-6.246, -2.318, -0.915)
H (-4.828, -1.967, -1.987)
H (-4.671, -4.360, -0.860)
H (-3.463, -3.181, -0.261)
H (-4.969, -3.541, 0.630)
H (-5.896, 3.179, -0.050)
H (-6.780, 2.554, 1.392)
H (-5.170, 4.169, 2.163)
H (-4.505, 2.651, 2.682)
H (-3.920, 3.481, 1.182)
C (2.743, 2.987, -2.364)
C (2.513, 3.510, -3.755)
O (1.454, 2.959, -4.654)
P (1.583, 1.416, -4.837)
O (0.862, 0.875, -6.044)
O (3.166, 1.041, -4.947)
C (3.542, 0.201, -6.005)
C (4.013, 1.078, -7.212)
O (0.955, 0.754, -3.450)
C (-0.481, 0.744, -3.308)
C (-1.003, -0.710, -3.539)
H (3.132, 3.731, -1.668)
H (1.797, 2.626, -1.961)
H (3.458, 2.165, -2.406)
H (2.056, 4.499, -3.724)
H (3.505, 3.667, -4.179)
H (4.387, -0.386, -5.646)
H (2.746, -0.498, -6.264)
H (3.225, 1.827, -7.287)
H (4.991, 1.559, -7.180)
H (4.152, 0.461, -8.100)
H (-0.615, 1.156, -2.308)
H (-0.992, 1.469, -3.940)
H (-0.653, -1.457, -2.825)
H (-2.089, -0.681, -3.452)
H (-0.704, -1.244, -4.441)
C (2.973, -4.267, 2.560)
C (3.338, -3.093, 1.588)
O (4.729, -2.696, 1.329)
P (5.670, -2.325, 2.675)
O (4.920, -1.670, 3.773)
O (6.121, -3.818, 3.131)
C (6.476, -4.087, 4.546)
C (7.809, -3.402, 4.753)
O (6.996, -1.605, 2.032)
C (7.718, -2.038, 0.878)
C (8.424, -0.817, 0.168)
H (1.891, -4.277, 2.691)
H (3.256, -5.216, 2.104)
H (3.423, -4.292, 3.553)
H (2.793, -3.161, 0.647)
H (2.729, -2.254, 1.924)
H (5.697, -3.621, 5.149)
H (6.536, -5.150, 4.782)
H (8.175, -3.618, 5.757)
H (8.622, -3.616, 4.060)
H (7.721, -2.332, 4.568)
H (8.455, -2.758, 1.234)
H (6.964, -2.421, 0.190)
H (9.401, -0.642, 0.618)
H (8.470, -1.054, -0.895)
H (7.816, 0.085, 0.228)
N (-2.040, 1.027, 5.462)
C (-2.816, 2.058, 6.085)
C (-4.103, 2.057, 5.537)
C (-4.129, 1.031, 4.532)
C (-2.827, 0.403, 4.571)
H (-1.036, 0.956, 5.548)
H (-2.512, 2.720, 6.882)
H (-4.919, 2.717, 5.791)
H (-5.040, 0.784, 4.007)
H (-2.582, -0.367, 3.855)
N (-1.874, 3.227, -0.835)
C (-2.020, 3.234, -2.239)
C (-1.327, 4.285, -2.732)
C (-0.674, 4.994, -1.679)
C (-1.008, 4.273, -0.492)
H (-2.344, 2.567, -0.232)
H (-2.668, 2.481, -2.662)
H (-1.155, 4.526, -3.770)
H (0.038, 5.801, -1.770)
H (-0.576, 4.443, 0.483)
N (1.346, 4.265, 3.407)
C (0.314, 5.164, 3.147)
C (-0.868, 4.423, 3.050)
C (-0.530, 3.051, 3.196)
C (0.820, 2.974, 3.428)
H (2.317, 4.527, 3.316)
H (0.526, 6.222, 3.093)
H (-1.839, 4.842, 2.832)
H (-1.193, 2.206, 3.072)
H (1.514, 2.159, 3.563)
N (-0.305, -4.000, -2.383)
C (1.016, -3.811, -2.441)
C (1.632, -4.762, -1.584)
C (0.605, -5.431, -0.852)
C (-0.575, -4.819, -1.340)
H (-1.043, -3.490, -2.846)
H (1.491, -3.212, -3.204)
H (2.686, -4.973, -1.689)
H (0.758, -6.291, -0.218)
H (-1.625, -5.056, -1.256)
N (-1.768, -1.482, 1.327)
C (-1.395, -0.158, 1.318)
C (-0.231, -0.031, 0.566)
C (0.031, -1.329, 0.116)
C (-0.916, -2.193, 0.542)
H (-2.651, -1.852, 1.650)
H (-2.121, 0.573, 1.642)
H (0.318, 0.872, 0.347)
H (0.838, -1.640, -0.531)
H (-0.992, -3.263, 0.416)

Values from the calculation:
Strongest force on any atom in hartree/bohr: 0.1399
⟨S²⟩: 0.77
Frontier orbital gap (alpha / beta) in eV: 6.40 / 2.35
2S+1: 2
Charge: +1

=====

The molecule C4H6O2, computed with the ωB97M-V functional and the def2-TZVPD basis.

Cartesian coordinates (Å):
C (1.407, 0.548, -0.407)
C (0.470, -0.302, 0.388)
O (1.017, -1.122, 1.191)
C (-0.978, -0.207, 0.356)
C (-1.671, 0.321, -0.659)
O (0.240, -1.952, 1.921)
H (1.289, 1.602, -0.131)
H (2.440, 0.244, -0.226)
H (1.196, 0.464, -1.479)
H (-1.450, -0.650, 1.227)
H (-1.206, 0.697, -1.569)
H (-2.755, 0.358, -0.612)

Values from the calculation:
Strongest force on any atom in hartree/bohr: 0.0175
Frontier orbital gap (alpha / beta) in eV: 8.18 / 8.18
Energy relative to the best compared isomer or geometry (same formula, charge and spin) in kcal per mole: 117.0

=====

A structure of composition C23H24AuBrN12O2, computed with the ωB97M-V functional and the def2-TZVPD basis.

Cartesian coordinates (Å):
Au (-0.081, 0.127, 0.127)
N (-3.556, -0.428, 0.170)
C (-2.749, -1.492, -0.152)
N (-3.210, -2.689, -0.469)
N (-2.118, -3.451, -0.679)
N (-1.044, -2.776, -0.501)
N (-1.405, -1.519, -0.160)
C (-3.174, 0.867, 0.420)
N (-4.015, 1.840, 0.738)
N (-3.246, 2.932, 0.889)
N (-2.012, 2.647, 0.674)
N (-1.922, 1.335, 0.354)
H (-4.548, -0.597, 0.130)
Br (-0.932, 4.448, -4.393)
C (0.761, 4.284, -3.546)
C (1.814, 5.051, -4.013)
C (3.043, 4.959, -3.379)
C (3.209, 4.127, -2.286)
C (2.142, 3.363, -1.826)
C (0.908, 3.434, -2.463)
C (2.292, 2.568, -0.563)
O (3.044, 3.105, 0.303)
O (1.753, 1.438, -0.403)
H (1.669, 5.725, -4.846)
H (3.870, 5.562, -3.730)
H (4.160, 4.071, -1.775)
H (0.074, 2.869, -2.078)
C (2.950, 2.977, 3.729)
N (2.210, 2.435, 2.581)
C (0.885, 3.083, 2.470)
C (2.181, 0.933, 2.562)
C (0.905, 0.322, 3.077)
C (0.702, 0.242, 4.454)
C (-0.470, -0.273, 4.978)
C (-1.437, -0.765, 4.117)
C (-1.243, -0.701, 2.746)
C (-0.090, -0.139, 2.222)
H (3.098, 4.046, 3.584)
H (3.922, 2.494, 3.811)
H (2.392, 2.829, 4.655)
H (2.737, 2.747, 1.596)
H (0.324, 2.991, 3.399)
H (0.298, 2.638, 1.673)
H (1.026, 4.135, 2.229)
H (3.029, 0.578, 3.145)
H (2.330, 0.630, 1.530)
H (1.484, 0.591, 5.118)
H (-0.624, -0.300, 6.048)
H (-2.351, -1.198, 4.501)
H (-2.006, -1.108, 2.099)
N (1.828, -1.081, -2.218)
C (0.704, -0.664, -2.847)
C (0.495, -0.923, -4.214)
C (-0.668, -0.505, -4.808)
C (-1.624, 0.175, -4.051)
C (-1.352, 0.399, -2.727)
N (-0.222, -0.009, -2.131)
H (2.588, -1.477, -2.735)
H (1.994, -0.762, -1.281)
H (1.255, -1.455, -4.770)
H (-0.847, -0.698, -5.857)
H (-2.550, 0.525, -4.480)
H (-2.052, 0.931, -2.093)

Values from the calculation:
Strongest force on any atom in hartree/bohr: 0.0234
Frontier orbital gap in eV: 5.96
Energy relative to the best compared isomer or geometry (same formula, charge and spin) in kcal per mole: 28.2

=====

Q: Which value of strongest force on any atom does entry 5 give?
A: 0.0234 hartree/bohr